Density functional theory data (ωB97M-V/def2-TZVPD) for C50H46F4N4O6SZr as an isolated structure in a non-equilibrium geometry.

Its LUMO energy is -4.96 eV. The calculation puts the largest force on an atom at 0.066 Eh/bohr. The value obtained for the energy above the lowest of the compared OMol25 structures with the same formula, charge and spin is 0.000 eV. As for the charge: +2.

```
112
Properties=species:S:1:pos:R:3:mulliken_charge:R:1
Zr -2.3283 0.0046 -0.9395 -1.403
C -5.0501 -1.0350 -0.3697 -0.157
C -4.8707 -2.1743 0.4133 -0.373
C -4.5685 -3.3901 -0.1795 -0.386
C -4.4517 -3.4834 -1.5586 -0.259
C -4.6005 -2.3517 -2.3432 -0.612
C -4.8794 -1.1154 -1.7565 -0.775
H -5.4254 -0.1253 0.0725 0.529
H -5.0497 -2.1193 1.4795 0.440
H -4.4556 -4.2769 0.4315 0.442
H -4.2583 -4.4429 -2.0209 0.481
H -4.5828 -2.4410 -3.4226 0.530
H -5.1566 -0.2755 -2.3773 0.695
F 4.3336 -0.8211 1.1659 -0.457
C 3.2953 -0.2677 1.8347 0.351
C 2.1340 -0.0238 1.1708 -0.887
C 1.0629 0.5803 1.8396 0.928
C -0.2184 0.7156 1.1815 0.345
O -0.3980 0.3038 -0.0047 0.722
C -1.2450 1.3141 1.9704 0.066
C -0.9780 1.8009 3.2117 -0.488
N 0.2276 1.7033 3.8016 0.318
C 0.4085 2.2887 5.1158 -0.409
C 0.0154 3.7205 5.3138 -0.885
C 1.4625 3.3360 5.3170 -0.394
C 1.2424 1.0135 3.1668 -0.564
C 2.4321 0.7041 3.8355 -0.681
C 3.4602 0.0288 3.1997 -0.013
N 4.6094 -0.3458 3.9017 0.147
C 5.3382 -1.5653 3.6317 -0.743
C 6.6925 -1.2864 2.9818 -0.679
N 7.4495 -0.3381 3.8678 -0.087
C 6.6786 0.9259 4.1103 -0.835
C 5.3335 0.5711 4.7516 -0.647
C -2.6688 1.2564 1.4902 0.078
O -3.4637 2.1245 1.7260 -0.639
O -2.9106 0.0997 0.8957 -0.163
H 2.0282 -0.2809 0.1266 0.656
H -1.7601 2.2868 3.7806 0.728
H 0.2109 1.5965 5.9259 0.452
H -0.4626 3.9860 6.2454 0.288
H -0.3497 4.2711 4.4573 0.310
H 1.9991 3.3298 6.2557 0.295
H 2.0576 3.6285 4.4620 0.216
H 2.5300 0.9548 4.8821 0.958
H 4.7571 -2.2319 3.0014 0.352
H 5.5086 -2.0858 4.5847 0.381
H 6.5664 -0.8157 2.0101 0.425
H 7.2694 -2.2029 2.8669 0.379
H 8.3605 -0.1241 3.4613 0.355
H 7.6205 -0.7969 4.7661 0.381
H 6.5178 1.4037 3.1452 0.363
H 7.2656 1.5842 4.7491 0.437
H 4.7660 1.4872 4.8939 0.442
H 5.5070 0.1209 5.7375 0.299
F 4.0515 0.8374 -4.5490 -0.264
C 2.9791 0.5644 -5.3166 0.727
F 2.8951 1.5215 -6.2511 -0.238
F 3.2045 -0.6008 -5.9392 -0.257
C 1.7281 0.4979 -4.4768 0.396
C 1.6155 1.2593 -3.3260 -1.132
C 0.4900 1.0958 -2.5367 -0.811
N -0.4969 0.2419 -2.8314 0.747
C -0.4152 -0.4020 -3.9957 -0.717
C 0.6753 -0.3230 -4.8432 -1.074
H 2.3914 1.9550 -3.0400 0.537
H 0.3749 1.6738 -1.6345 0.733
H -1.2655 -1.0112 -4.2714 0.823
H 0.7120 -0.8965 -5.7584 0.510
C 0.2067 -6.5488 -3.0708 -0.521
C -0.2915 -6.3378 -1.7919 -0.839
C -0.8722 -5.1265 -1.4569 0.069
C -0.9457 -4.0930 -2.3938 -0.088
C -0.4962 -4.3417 -3.6930 -0.493
C 0.0861 -5.5529 -4.0286 -0.815
C -1.5012 -2.7583 -2.0993 -0.964
C -1.4983 -2.0404 -0.9603 1.600
C -0.6989 -2.5119 0.2050 0.098
C -1.2478 -2.6019 1.4888 0.011
C -0.5026 -3.0786 2.5588 -0.908
C 0.8082 -3.4916 2.3739 -0.578
C 1.3726 -3.4019 1.1083 -1.161
C 0.6381 -2.8996 0.0479 0.241
H 0.6725 -7.4911 -3.3273 0.422
H -0.2300 -7.1262 -1.0528 0.434
H -1.2893 -4.9842 -0.4695 0.436
H -0.5977 -3.5660 -4.4447 0.378
H 0.4361 -5.7215 -5.0386 0.435
H -2.0123 -2.3365 -2.9613 0.880
H -2.2826 -2.3241 1.6372 0.262
H -0.9540 -3.1558 3.5410 0.447
H 1.3756 -3.8999 3.2023 0.431
H 2.3906 -3.7360 0.9393 0.527
H 1.0860 -2.8395 -0.9374 0.559
C -4.3005 7.6605 -3.9911 -1.457
C -4.0254 6.2780 -3.4782 0.946
C -4.3314 5.9451 -2.1568 -0.941
C -4.0861 4.6756 -1.6713 -0.735
C -3.5252 3.7347 -2.5281 -0.264
C -3.1933 4.0349 -3.8386 -0.266
C -3.4517 5.3116 -4.3045 -0.959
S -3.2368 2.1760 -1.8124 2.705
O -4.3358 1.7367 -0.9816 -0.583
O -1.9870 2.2180 -0.9916 -0.527
O -2.9771 1.0754 -2.7877 -0.841
H -5.1176 8.1219 -3.4396 0.381
H -4.5502 7.6478 -5.0506 0.390
H -3.4181 8.2919 -3.8667 0.299
H -4.7783 6.6873 -1.5081 0.371
H -4.3247 4.3925 -0.6529 0.517
H -2.7504 3.2787 -4.4744 0.466
H -3.2107 5.5610 -5.3299 0.398
```

=====

Density functional theory data (ωB97M-V/def2-TZVPD) for a 2-piece molecular cluster, C5H15NO overall in a non-equilibrium geometry.

Its structure (SMILES) is CCNC(C)C.O. Its LUMO energy is 0.60 eV. The calculation puts the largest force on an atom at 0.104 Eh/bohr. The value obtained for the energy above the lowest of the compared OMol25 structures with the same formula, charge and spin is 2.515 eV.

```
22
Properties=species:S:1:pos:R:3:nbo_charge:R:1
C -2.7535 -0.2805 -0.7666 -0.626
C -2.0726 -0.5077 0.6330 -0.204
N -0.5232 -0.6191 0.2819 -0.680
C 1.0286 1.1086 1.1423 -0.641
C 0.7294 -0.3712 1.0289 -0.030
C 1.9729 -1.1736 0.5388 -0.624
H -3.8641 -0.1908 -0.6175 0.217
H -2.5785 -1.1532 -1.4250 0.224
H -2.3805 0.6659 -1.2894 0.203
H -2.2230 0.2395 1.4531 0.188
H -2.3004 -1.5636 1.0813 0.199
H -0.3376 -0.0253 -0.5502 0.324
H 0.5964 1.6003 0.1911 0.191
H 0.4144 1.7388 1.9159 0.222
H 2.1265 1.2175 1.0753 0.223
H 0.5088 -0.8668 2.1585 0.169
H 2.7826 -1.2644 1.2634 0.213
H 1.6979 -2.2254 0.2812 0.221
H 2.3908 -0.7043 -0.3490 0.209
H 0.8823 1.5046 -2.3927 0.461
H 2.0254 1.3304 -3.3135 0.466
O 1.8776 1.5405 -2.3409 -0.926
```

=====

Density functional theory data (ωB97M-V/def2-TZVPD) for a 2-piece molecular cluster, C6H13I overall in a non-equilibrium geometry.

Its LUMO energy (alpha / beta) is 0.53 / 0.52 eV. The calculation puts the largest force on an atom at 0.093 Eh/bohr. The value obtained for the energy above the lowest of the compared OMol25 structures with the same formula, charge and spin is 3.969 eV.

```
20
Properties=species:S:1:pos:R:3:nbo_charge:R:1
C -0.0740 0.8473 2.1210 -0.691
C 1.1136 1.8078 0.1163 -0.685
C 0.3871 -2.0957 -1.2113 -0.698
C -1.2717 -0.0440 -1.2853 -0.731
C 0.9835 0.7040 1.0774 -0.083
C -0.9101 -1.3564 -0.6796 -0.064
I -1.9730 -2.2644 0.9105 0.140
H -0.7509 -0.0362 2.0911 0.225
H -0.6192 1.6700 1.7247 0.202
H 0.2470 1.1919 3.1696 0.221
H 0.2741 2.5231 -0.0639 0.210
H 1.4649 1.1695 -0.7339 0.211
H 1.9045 2.4193 0.3577 0.219
H -0.0213 -2.9907 -1.8424 0.225
H 0.7644 -2.5855 -0.3061 0.226
H 1.0812 -1.4244 -1.6510 0.218
H -1.7001 0.5936 -0.4964 0.237
H -0.4064 0.2741 -1.9078 0.230
H -1.9860 -0.2333 -2.1617 0.219
H 1.4922 -0.1698 0.7710 0.172
```

=====

Density functional theory data (ωB97M-V/def2-TZVPD) for one molecule with the formula C5H5BrN2O3 in a non-equilibrium geometry.

Its LUMO energy (alpha / beta) is -1.11 / -1.11 eV. The calculation puts the largest force on an atom at 0.098 Eh/bohr. The value obtained for the energy above the lowest of the compared OMol25 structures with the same formula, charge and spin is 2.044 eV.

```
16
Properties=species:S:1:pos:R:3:nbo_charge:R:1
C -1.6037 -0.9754 0.4662 -0.289
C -0.2647 -0.9870 0.2586 -0.097
C -2.3606 0.2345 -0.0175 0.179
C 0.6823 0.1784 0.0890 -0.521
C 0.0505 1.4461 -0.3839 0.562
N -1.9632 1.3550 -0.2583 -0.437
N -0.1135 2.5091 0.5485 0.482
O -0.1989 3.5981 0.0636 -0.362
O -0.1458 2.1812 1.7116 -0.375
O 0.2612 1.6894 -1.7167 -0.640
Br -4.3091 0.0255 -0.0708 0.003
H -1.9935 -1.8963 0.8220 0.242
H 0.0788 -2.0642 0.3503 0.228
H 1.1512 0.3868 1.0125 0.266
H 1.3481 0.0101 -0.6138 0.240
H -0.4261 2.4117 -1.8502 0.518
```

=====

Density functional theory data (ωB97M-V/def2-TZVPD) for C20H29CuN4Se as an isolated structure.

As for the spin multiplicity: 2. Its LUMO energy (alpha / beta) is -2.11 / -4.75 eV. The calculation puts the largest force on an atom at 0.017 Eh/bohr. Its expectation value of S² is 0.77. As for the charge: +1.

```
55
Properties=species:S:1:pos:R:3:nbo_charge:R:1
Cu 0.1437 -0.0846 0.1501 0.881
C -2.0588 -1.6898 -1.0047 -0.221
C -0.9219 -1.6957 -2.0412 -0.228
N -0.4960 -0.3137 -2.1802 -0.667
C 0.8226 0.0871 -2.6557 -0.257
C 1.0897 1.4546 -2.0311 0.235
C 1.6596 2.5499 -2.6520 -0.243
C 1.6693 3.7608 -1.9634 -0.129
C 1.0689 3.8685 -0.7186 -0.243
C 0.5352 2.7201 -0.1468 0.228
C -0.2023 2.6923 1.1867 -0.258
N -0.7701 1.3731 1.4816 -0.689
C -2.1322 1.1133 0.9862 -0.240
C -2.4673 -0.3825 1.1179 -0.228
N -1.5661 -1.2254 0.3081 -0.725
N 0.6141 1.5654 -0.7884 -0.564
H -2.5136 -2.6805 -0.9358 0.209
H -2.8278 -0.9914 -1.3432 0.195
H -1.2700 -2.1558 -2.9725 0.195
H -0.0835 -2.2801 -1.6531 0.214
H -1.2158 0.2383 -2.6304 0.374
H 0.9156 0.1416 -3.7445 0.202
H 1.5574 -0.6332 -2.2835 0.227
H 2.0711 2.4744 -3.6493 0.235
H 2.1149 4.6339 -2.4217 0.234
H 1.0132 4.8220 -0.2100 0.234
H -0.9714 3.4729 1.1718 0.209
H 0.5016 2.9568 1.9774 0.234
H -0.7218 1.1840 2.4741 0.392
H -2.1587 1.3960 -0.0694 0.205
H -2.8887 1.6986 1.5209 0.202
H -3.5133 -0.5361 0.8412 0.210
H -2.3658 -0.6691 2.1667 0.210
H -1.2313 -2.0171 0.8428 0.402
C 7.2443 -4.0419 2.6648 -0.639
C 5.9607 -3.4207 2.2026 0.068
C 5.4613 -3.6646 0.9244 -0.231
C 4.2536 -3.1456 0.4976 0.027
C 3.7805 -3.4253 -0.9006 -0.638
C 3.5085 -2.3468 1.3975 -0.280
Se 1.7255 -1.8939 0.9452 -0.024
C 4.0301 -2.0216 2.6674 0.134
C 3.3407 -1.1003 3.6353 -0.667
C 5.2413 -2.5794 3.0444 -0.267
H 7.6832 -4.6706 1.8927 0.223
H 7.0686 -4.6549 3.5502 0.234
H 7.9684 -3.2736 2.9403 0.233
H 6.0318 -4.2888 0.2464 0.215
H 4.4824 -4.0727 -1.4233 0.224
H 3.6863 -2.4954 -1.4644 0.219
H 2.8032 -3.9071 -0.8923 0.232
H 2.4503 -0.6546 3.2029 0.225
H 4.0218 -0.3026 3.9350 0.228
H 3.0536 -1.6414 4.5386 0.231
H 5.6345 -2.3529 4.0296 0.216
```